Below is C23H28IrN8O5S3 as an isolated structure, with properties calculated with ωB97M-V with the def2-TZVPD basis set.

The energy relative to the best compared isomer or geometry (same formula, charge and spin) comes out at 56.48 kJ/mol. Its net charge is +1. For the HOMO-LUMO gap, the calculation gives 6.93 eV. The HOMO energy is -0.398 Ha. As for the multiplicity: 1.

CARTESIAN COORDINATES (ANGSTROEM)
Ir -0.72517 0.07267 0.19787
S -2.25780 1.68737 0.59574
C -2.23277 2.74886 -0.79949
C -3.31274 3.57293 -1.11422
C -3.27223 4.35687 -2.25487
C -4.43441 5.10332 -2.64855
N -5.38062 5.65791 -2.98866
C -2.12006 4.35812 -3.06661
C -1.04467 3.55000 -2.74124
C -1.11387 2.72306 -1.62296
S 0.17341 1.60655 -1.21263
C -2.06214 5.16390 -4.25381
N -1.99480 5.78502 -5.21757
H -4.19738 3.57476 -0.49041
H -0.16526 3.54442 -3.37239
C 4.18777 -2.87015 -1.02913
C 2.69380 -2.58692 -0.74892
N 2.38573 -1.18648 -1.02102
C 3.06183 -0.33252 -0.05134
C 4.57358 -0.65453 -0.02535
N 4.85584 -1.53493 -1.21370
C 4.35406 -0.88285 -2.47350
C 2.81143 -0.83644 -2.37306
H 4.34587 -3.43603 -1.94574
H 4.68519 -3.38102 -0.20697
H 2.44632 -2.79869 0.29099
H 2.07802 -3.22788 -1.38029
H 2.62199 -0.49243 0.93264
H 2.89040 0.70754 -0.32935
H 4.87187 -1.21297 0.86058
H 5.20019 0.23128 -0.11019
H 5.86095 -1.67502 -1.29209
H 4.70756 -1.47633 -3.31462
H 4.80733 0.10586 -2.52362
H 2.35669 -1.53477 -3.07606
H 2.45122 0.16476 -2.60824
O 0.47601 -3.15560 2.85883
C 0.23824 -2.27932 2.11627
N 0.03626 -1.39287 1.33744
C -5.17628 3.70069 -6.24267
C -4.08988 2.89962 -5.53840
S -3.85274 1.33918 -6.36268
O -5.05462 0.55630 -6.21127
O -3.29229 1.57953 -7.66091
C -2.57940 0.53078 -5.36990
C -3.13011 -0.66942 -4.60277
N -2.25779 -0.94210 -3.44760
C -2.51516 -0.46561 -2.21571
N -1.51300 -0.79654 -1.39113
C -0.60903 -1.53279 -2.10483
C -1.06109 -1.62140 -3.37638
N -0.38117 -2.24024 -4.47452
O 0.71291 -2.71427 -4.22328
O -0.92676 -2.25345 -5.55599
C -3.75164 0.28333 -1.88742
H -5.34010 4.63279 -5.70380
H -6.11123 3.14376 -6.27150
H -4.87758 3.93452 -7.26264
H -4.36703 2.66133 -4.50779
H -3.12573 3.41233 -5.56045
H -2.18578 1.28708 -4.68598
H -1.80004 0.23769 -6.07149
H -3.19504 -1.55024 -5.23012
H -4.12378 -0.46306 -4.22158
H 0.29268 -1.91612 -1.66319
H -3.76472 1.25596 -2.38351
H -3.80745 0.43913 -0.81445
H -4.62800 -0.27849 -2.20907

Below is C33H57HfN4OP2 as an isolated structure, with properties calculated with ωB97M-V with the def2-TZVPD basis set.

The energy relative to the best compared isomer or geometry (same formula, charge and spin) comes out at 176.61 kJ/mol. Its net charge is +3. For the HOMO-LUMO gap (alpha / beta), the calculation gives 4.17 / 4.17 eV. The HOMO energy (alpha / beta) is -0.550 / -0.550 Ha. As for the multiplicity: 1.

CARTESIAN COORDINATES (ANGSTROEM)
C 2.04195 -1.38504 -0.78453
C 1.36615 0.70573 -1.75700
C 3.04549 -1.51019 -1.72607
C 2.20560 0.44808 -2.85559
C 3.08615 -0.63709 -2.81443
H 3.70928 -2.36338 -1.64926
H 2.21177 1.21501 -3.65116
H 3.75017 -0.82161 -3.65960
N 1.24738 -0.28253 -0.76889
P 0.09762 -2.60965 0.90973
P -0.01187 2.47590 -0.08000
C 1.80654 -2.52711 0.20519
H 1.99548 -3.47480 -0.29635
H 2.53405 -2.45471 1.01856
C -1.87175 -0.74181 2.02873
O -2.68741 -1.12896 2.77979
C 0.79706 2.00446 -1.55766
H 0.40799 2.48714 -2.45900
C -1.81214 3.38546 -0.14922
C 1.46256 3.69633 0.08362
C -0.73192 -3.74669 -0.38309
C 0.39173 -3.58877 2.50763
C -2.90992 2.51023 0.47791
H -2.66723 2.21249 1.50561
H -3.83692 3.10760 0.51805
H -3.12016 1.60874 -0.10890
C -1.78314 4.71096 0.62027
H -1.43828 4.54463 1.64982
H -1.16511 5.48324 0.14117
H -2.81504 5.10217 0.67697
C -2.12859 3.56412 -1.62394
H -3.13230 4.00241 -1.75397
H -1.41123 4.19876 -2.16651
H -2.16325 2.57410 -2.09383
C 1.38645 4.38767 1.43380
H 1.21560 3.63663 2.20632
H 2.34671 4.87907 1.63877
H 0.59606 5.14582 1.48893
C 2.78795 2.95165 -0.06887
H 2.82435 2.11116 0.61603
H 2.94718 2.57816 -1.08472
H 3.61624 3.62328 0.15342
C 1.35455 4.68459 -1.12113
H 1.56613 4.16204 -2.06198
H 0.38638 5.17904 -1.23473
H 2.12083 5.46075 -1.01575
C -0.97450 -4.10548 2.99372
H -0.85985 -4.51533 4.00964
H -1.71136 -3.29624 3.04363
H -1.38264 -4.90498 2.36365
C 0.98274 -2.65372 3.57383
H 1.97755 -2.29061 3.28886
H 0.34167 -1.79471 3.78804
H 1.10304 -3.22409 4.50947
C 1.40163 -4.75045 2.35735
H 2.34736 -4.41903 1.91020
H 1.63783 -5.13228 3.36362
H 1.02539 -5.59802 1.77833
C -0.31413 -3.34040 -1.79631
H 0.74003 -3.54327 -1.98257
H -0.88890 -3.92844 -2.52348
H -0.51339 -2.28597 -1.99247
C -2.26741 -3.56508 -0.25751
H -2.56528 -2.50937 -0.29113
H -2.74712 -4.07184 -1.11339
H -2.67798 -4.01671 0.65769
C -0.39798 -5.23486 -0.19704
H 0.68048 -5.41553 -0.28618
H -0.77486 -5.65253 0.74781
H -0.88938 -5.79296 -1.01318
Hf -0.47092 -0.00895 0.58081
N -1.95620 -0.27344 -1.04646
C -2.68797 -0.23882 -2.00444
C -2.69138 0.09044 -3.50544
C -1.81140 1.21399 -4.12295
C -2.08602 -1.20389 -4.09517
C -4.19497 0.35497 -3.75211
H -2.02067 2.22487 -3.76997
H -0.73817 1.01634 -3.98772
H -1.96179 1.26468 -5.21096
H -2.38083 -2.09155 -3.51668
H -2.32166 -1.34678 -5.16086
H -0.98606 -1.12178 -4.00479
H -4.39328 0.98136 -4.63666
H -4.72573 -0.60424 -3.85779
H -4.62775 0.85997 -2.86656
C 3.88786 1.10115 4.13506
N 2.50461 1.10690 3.68180
C 1.37598 1.48709 4.40786
C 0.30354 1.28349 3.58417
N 0.75255 0.74541 2.37515
C 2.10274 0.68987 2.46484
H 3.95170 1.53610 5.13808
H 4.28304 0.07405 4.16784
H 4.52536 1.68321 3.45291
H 1.43545 1.85087 5.41583
H -0.74707 1.46365 3.76162
H 2.78691 0.33792 1.70592

Below is C48H53Cl3N5O5S2TeTi as an isolated structure, with properties calculated with ωB97M-V with the def2-TZVPD basis set.

Its expectation value of S² is 3.780. The energy relative to the best compared isomer or geometry (same formula, charge and spin) comes out at 13.65 kJ/mol. Its net charge is -2. For the HOMO-LUMO gap (alpha / beta), the calculation gives 3.29 / 5.58 eV. The HOMO energy (alpha / beta) is 0.006 / -0.078 Ha. As for the multiplicity: 4.

CARTESIAN COORDINATES (ANGSTROEM)
Ti 0.86156 -0.66042 -0.03022
C -3.85329 -1.02624 0.23339
C -2.95748 -0.47655 1.35705
N -1.95075 0.45185 0.88005
C -2.42028 1.78102 0.54953
C -2.93255 1.98258 -0.89133
S -1.82510 1.35977 -2.18212
C -2.79412 0.11701 -3.09051
C -3.74125 -0.74708 -2.24244
N -3.14860 -1.19455 -1.01670
H -4.67656 -0.32222 0.06717
H -4.30526 -1.95896 0.59768
H -2.44612 -1.30466 1.84832
H -3.61712 -0.00553 2.10717
H -1.21382 0.56349 1.57492
H -1.59970 2.47460 0.73810
H -3.25652 2.07792 1.20766
H -3.89612 1.49254 -1.01701
H -3.08038 3.05425 -1.05365
H -2.00843 -0.49146 -3.55134
H -3.36283 0.60280 -3.88903
H -4.09311 -1.57420 -2.87780
H -4.63267 -0.15667 -2.01174
H -2.68849 -2.09641 -1.09186
C 1.73851 -2.93127 -6.52489
C 1.20007 -3.02799 -5.12014
C 2.02166 -3.43361 -4.07402
C 1.52463 -3.56675 -2.78629
C 0.19342 -3.27510 -2.53765
C -0.64370 -2.88461 -3.56746
C -0.13374 -2.75895 -4.85179
S -0.50617 -3.74376 -0.97758
O -1.92900 -3.93153 -1.26089
O 0.22227 -4.93413 -0.58848
N -0.25814 -2.52305 0.01264
C -0.56706 -2.86241 1.38995
C -1.47141 -3.84574 1.79085
C -1.73095 -4.07751 3.14001
C -1.06859 -3.36835 4.11882
C -0.12552 -2.39076 3.76079
C 0.65235 -1.67967 4.72876
C 1.64458 -0.80745 4.26860
C 1.78418 -0.56454 2.93030
N 0.97787 -1.11338 1.97148
C 0.09367 -2.11050 2.38629
H 2.82000 -2.78904 -6.52349
H 1.28711 -2.09176 -7.05653
H 1.52061 -3.84002 -7.09246
H 3.06551 -3.65748 -4.26824
H 2.15099 -3.91431 -1.97754
H -1.69188 -2.71145 -3.36327
H -0.78232 -2.41914 -5.65241
H -1.99998 -4.42810 1.05130
H -2.46606 -4.82733 3.41256
H -1.24412 -3.56783 5.17145
H 0.48714 -1.85457 5.78483
H 2.30877 -0.30189 4.96034
H 2.54929 0.10894 2.56599
C 2.70881 -1.79867 -0.15639
H 3.58147 -1.19541 0.12569
H 2.86915 -2.19578 -1.16392
H 2.62472 -2.64371 0.53155
Cl 2.22329 2.34350 -2.20417
C 2.49434 0.87871 -3.20724
Cl 2.95058 1.41153 -4.85415
Cl 3.83886 -0.04448 -2.52453
C 1.15485 0.02257 -3.20803
O 0.56858 -0.04335 -4.27577
O 0.83598 -0.41198 -2.09052
C -0.11050 7.93653 -6.72205
C -0.02325 7.15021 -5.43880
C -0.30099 5.79464 -5.41191
C -0.25722 5.04600 -4.23349
C -0.56679 3.57619 -4.32194
C 0.07361 5.70375 -3.03777
Te 0.02640 4.65143 -1.20078
N 1.42584 1.23700 0.40081
C 1.22287 2.13208 1.34166
O 0.30899 2.06736 2.18072
C 2.20956 3.29272 1.38359
C 1.89320 4.41687 2.12787
C 2.78226 5.48548 2.18291
C 3.99610 5.41789 1.51052
C 4.32936 4.27486 0.79588
C 3.43440 3.21214 0.73454
C -1.39636 5.92685 -0.29935
C -1.08268 6.45827 0.95004
C -1.99147 7.24970 1.64164
C -3.22187 7.52927 1.06857
C -3.53750 6.99516 -0.17155
C -2.64936 6.17479 -0.87036
C -3.08459 5.58409 -2.18609
C 0.38447 7.07376 -3.04460
C 0.77501 7.84432 -1.80856
C 0.32465 7.77068 -4.24836
H -0.01249 7.28447 -7.59042
H 0.67247 8.69513 -6.77474
H -1.07121 8.45195 -6.80188
H -0.57077 5.28753 -6.33335
H -1.20133 3.37270 -5.18599
H -1.06308 3.19280 -3.43167
H 0.34744 2.99353 -4.44821
H 0.95105 4.42455 2.66257
H 2.52688 6.37158 2.75238
H 4.68236 6.25648 1.54234
H 5.28466 4.20646 0.28975
H 3.68151 2.31228 0.18238
H -0.10823 6.25492 1.38424
H -1.73288 7.64450 2.61622
H -3.94196 8.14837 1.59001
H -4.50810 7.19899 -0.61125
H -2.74798 6.19426 -3.02829
H -4.17182 5.51383 -2.22621
H -2.66714 4.58422 -2.32743
H 1.38882 7.24093 -1.13938
H -0.10443 8.15185 -1.23783
H 1.32929 8.74147 -2.08702
H 0.56708 8.82976 -4.24942

Below is a 11-piece molecular cluster, C5H35N2O11 overall, with properties calculated with ωB97M-V with the def2-TZVPD basis set.

The energy relative to the best compared isomer or geometry (same formula, charge and spin) comes out at 539.99 kJ/mol. Its net charge is +1. For the HOMO-LUMO gap, the calculation gives 9.93 eV. The HOMO energy is -0.462 Ha. As for the multiplicity: 1.

CARTESIAN COORDINATES (ANGSTROEM)
N 0.87028 0.07456 1.51815
C -0.45937 -0.27597 0.81675
C -1.36418 0.88462 0.62843
C -2.49544 1.14761 1.66391
O -2.95628 2.48282 1.56745
C -0.01739 -1.19647 -0.34478
N 1.01896 -2.28315 0.11494
C 0.40837 -3.26776 1.10586
H 0.75011 -0.24985 2.48329
H 0.98944 1.15389 1.58531
H 1.68889 -0.47575 1.02168
H -1.02750 -1.02546 1.47278
H -0.74307 1.87428 0.53375
H -1.61231 0.97620 -0.45681
H -2.22796 1.07818 2.68235
H -3.42040 0.42131 1.58548
H -2.19306 3.10242 1.77302
H -0.95659 -1.53203 -0.87815
H 0.43078 -0.64078 -1.15123
H 1.31556 -2.80205 -0.73360
H 1.02390 -3.27220 2.11909
H -0.45281 -2.84953 1.59906
H 0.27479 -4.38358 0.70050
H 3.91860 -0.19656 0.55887
H 3.58169 1.15795 1.30771
O 3.41801 0.16729 1.25152
H -0.63996 4.32408 -1.78667
H -1.51125 3.05202 -1.25764
O -0.75634 3.65844 -1.04292
H 1.18753 2.07058 -4.03144
H 1.65344 1.45316 -2.61033
O 1.46771 1.30420 -3.51913
H 2.58834 3.07044 1.01619
H 2.64821 3.30380 2.67183
O 2.30501 2.64746 1.90304
H 2.44928 -1.02894 -3.97349
H 1.79086 -2.45500 -4.18734
O 2.53594 -1.94041 -3.75130
H 3.96012 -1.28590 -2.51266
H 2.80975 -1.37322 -1.62875
O 3.56705 -0.81681 -1.66080
H -4.70736 -0.55407 -1.59032
H -4.81761 0.21038 -0.29284
O -4.20725 -0.27623 -0.86197
H -1.43915 -3.15272 -2.17840
H -2.29630 -4.23331 -1.42475
O -1.59864 -4.08612 -2.01356
H -3.30906 1.66658 -1.49035
H -3.55108 2.85737 -0.40658
O -3.18600 2.55928 -1.28669
H 1.26772 0.29842 4.82094
H 1.07220 -1.09650 4.48826
O 0.95382 -0.24694 4.08234

Below is a 2-piece molecular cluster, C3H6N2OS overall, with properties calculated with ωB97M-V with the def2-TZVPD basis set.

The energy relative to the best compared isomer or geometry (same formula, charge and spin) comes out at 564.59 kJ/mol. For the HOMO-LUMO gap, the calculation gives 8.39 eV. The HOMO energy is -0.300 Ha. As for the multiplicity: 1.

CARTESIAN COORDINATES (ANGSTROEM)
C 0.66240 -0.71753 -0.16778
C -0.91948 0.95008 0.11349
C -1.78499 -0.22485 -0.24631
H 3.73488 -0.66890 0.66931
H 0.89556 1.18065 0.33414
H -0.86975 0.79433 1.20489
H -1.49706 1.81258 -0.12919
H -1.88394 -0.27310 -1.38545
H -2.61454 -0.42234 0.42974
N 1.90826 -1.10442 -0.04472
N 0.30198 0.63834 -0.45372
O 2.89361 -0.24742 -0.24234
S -0.82694 -1.71741 -0.08205

Which of these has the highest multiplicity?
C48H53Cl3N5O5S2TeTi

Which value of multiplicity does entry 3 give?
4

Which formula does entry 1 have?
C23H28IrN8O5S3